Computed, not measured: a molecular structure, C8H24Ba2NO7 at a distorted geometry, with the ωB97M-V functional and the def2-TZVPD basis.

Geometry as XYZ:
```
42
Properties=species:S:1:pos:R:3:lowdin_charge:R:1
Ba -4.39 0.43 -0.41 1.9890
Ba -1.29 -4.07 -0.24 1.9991
N -1.07 -0.41 0.06 -0.6304
O 0.06 -0.69 0.44 0.0717
O -1.64 -1.17 -0.64 -0.2051
O -1.63 0.72 0.31 -0.1541
C 2.13 -5.38 1.64 -0.0700
C 1.74 -4.09 2.34 -0.2537
O 0.85 -3.44 1.44 -0.2788
H 2.99 -5.72 2.21 0.1011
H 2.31 -5.43 0.56 0.0756
H 1.38 -6.16 1.79 0.0735
H 2.62 -3.47 2.50 0.1384
H 1.22 -4.36 3.25 0.1285
H 0.80 -2.50 1.62 0.0599
C 1.51 3.09 2.94 -0.0670
C 1.43 3.15 1.38 -0.3095
O 0.06 3.31 1.16 -0.1003
H 2.41 3.62 3.24 0.0744
H 1.60 2.04 3.22 0.0599
H 0.64 3.58 3.38 0.0774
H 1.93 2.31 0.90 0.1031
H 2.00 4.02 1.06 0.1126
H -0.26 2.42 1.33 0.0417
C 0.98 -1.74 -3.64 -0.0517
C 1.64 -2.15 -2.28 -0.3121
O 0.95 -3.15 -1.63 -0.2352
H 1.51 -0.99 -4.21 0.0908
H 0.02 -1.23 -3.60 0.0572
H 0.77 -2.60 -4.28 0.0786
H 1.84 -1.22 -1.73 0.1186
H 2.67 -2.40 -2.48 0.1334
H 1.61 -3.83 -1.76 0.1005
C -2.90 4.61 -1.88 -0.0326
C -3.16 3.82 -0.56 -0.3324
O -4.42 3.26 -0.42 -0.2460
H -2.95 4.06 -2.82 0.0809
H -1.90 4.93 -1.58 0.0905
H -3.49 5.53 -1.94 0.0881
H -3.00 4.43 0.33 0.1367
H -2.39 3.04 -0.57 0.0799
H -5.18 3.85 -0.41 0.1175
```

The total charge is +3. The value obtained for the HOMO energy is -15.70 eV. For the lowest unoccupied orbital energy, the calculation gives -0.386 hartree. The value obtained for the total energy is -25866.5891 eV. The energy above the lowest of the compared OMol25 structures with the same formula, charge and spin is 141.7 kJ/mol. The spin multiplicity is 1. The gap between HOMO and LUMO comes out at 5.21 eV.